i | Computed, not measured: an isolated molecule of C2H3N3O2, with wB97M-V/def2-TZVPD.

Calculated values
HOMO level in Eh: -0.343
Structure (SMILES): Nc1noc(=O)[nH]1

ORCA input file:
```
! wB97M-V def2-TZVPD RIJCOSX def2/J DEFGRID3
* xyz 0 1
N 0.01248 -1.04559 1.49959
C -0.23628 -0.18176 0.46318
N -1.18186 0.69838 0.49214
O -1.10863 1.34809 -0.75995
C -0.06807 0.87897 -1.49431
O 0.27159 1.28589 -2.57179
N 0.45455 -0.16740 -0.71930
H 0.94447 -1.42281 1.58552
H -0.35622 -0.69486 2.37421
H 1.27875 -0.70866 -0.92835
*
```

Partial charges, Mulliken, in e: number 1, N, carries -0.451; number 2, C, carries 0.437; number 3, N, carries -0.418; number 4, O, carries -0.139; number 5, C, carries 0.515; number 6, O, carries -0.553; number 7, N, carries -0.092; number 8, H, carries 0.233; number 9, H, carries 0.270; number 10, H, carries 0.198



ii | Computed, not measured: a cluster of 2 separate species, C2H3N3O2 in total, with wB97M-V/def2-TZVPD.

Calculated values
HOMO level in Eh: -0.345
Structure (SMILES): O=NN=O.C#CN

ORCA input file:
```
! wB97M-V def2-TZVPD RIJCOSX def2/J DEFGRID3
* xyz 0 1
O 2.41162 0.78173 0.50216
N 1.86395 -0.27973 0.38468
N 1.96041 -1.43720 0.46279
O 1.58220 -2.55016 0.20759
C -0.35101 0.07526 -1.16770
C -1.19635 0.30122 -0.35296
N -2.05263 0.75266 0.64926
H 0.23876 -0.13189 -2.07323
H -2.89880 0.92288 0.29359
H -1.55815 1.56523 1.09383
*
```

Partial charges, Mulliken, in e: number 1, O, carries -0.545; number 2, N, carries 0.596; number 3, N, carries 0.410; number 4, O, carries -0.513; number 5, C, carries -0.816; number 6, C, carries 0.493; number 7, N, carries -0.527; number 8, H, carries 0.380; number 9, H, carries 0.253; number 10, H, carries 0.267



iii | Computed, not measured: a structure of composition C2H3N3O2, with wB97M-V/def2-TZVPD.

Calculated values
HOMO level in Eh: -0.374

ORCA input file:
```
! wB97M-V def2-TZVPD RIJCOSX def2/J DEFGRID3
* xyz 0 1
C -1.26387 0.73710 0.04552
C 0.11623 -1.12407 0.13224
H 1.74262 -0.06412 -0.81751
H 1.79091 1.03622 0.81734
H -1.62801 1.72816 -0.02070
N 1.28035 1.05359 -0.19436
N 0.04780 0.24349 0.21669
N -1.98263 -0.31478 -0.12968
O -1.16251 -1.42302 -0.02756
O 1.05911 -1.87257 -0.02197
*
```

Partial charges, Mulliken, in e: number 1, C, carries -0.114; number 2, C, carries 0.616; number 3, H, carries 0.349; number 4, H, carries 0.305; number 5, H, carries 0.403; number 6, N, carries -0.600; number 7, N, carries 0.088; number 8, N, carries -0.285; number 9, O, carries -0.171; number 10, O, carries -0.591



iv | Computed, not measured: an isolated molecule of C2H3N3O2, with wB97M-V/def2-TZVPD.

Calculated values
HOMO level in Eh: -0.315

ORCA input file:
```
! wB97M-V def2-TZVPD RIJCOSX def2/J DEFGRID3
* xyz 0 1
C 0.91554 -0.74352 0.01470
C -1.37313 0.34395 -0.06084
N -0.11330 -1.57395 -0.01480
N -1.32122 -0.93310 0.06850
N 0.64548 0.56935 -0.05638
O -2.02835 1.34653 -0.04156
O 1.53490 1.62443 0.22719
H 1.98760 -0.98107 0.07708
H -1.95526 -1.60545 0.46789
H 1.70775 1.95284 -0.68179
*
```

Partial charges, Mulliken, in e: number 1, C, carries 0.049; number 2, C, carries 0.483; number 3, N, carries -0.771; number 4, N, carries 0.216; number 5, N, carries -0.235; number 6, O, carries -0.436; number 7, O, carries -0.367; number 8, H, carries 0.403; number 9, H, carries 0.293; number 10, H, carries 0.366



The most stable arrangement is i, and the next structure is 0.1310 hartree less stable.